[1]
{"formula": "C3H4O2", "method": "ωB97M-V/def2-TZVPD", "symbols": ["C", "C", "C", "O", "O", "H", "H", "H", "H"], "xyz": [[2.7778, -0.5157, -0.2559], [0.0051, -1.3345, -0.0264], [-0.8794, -0.2480, -0.0219], [-0.0581, -2.5098, -0.2363], [3.7038, 0.0831, 0.1722], [2.8496, -1.5567, -0.7107], [-1.7657, -0.3130, -0.7261], [-0.4101, 0.6145, -0.1069], [-1.3700, -0.4453, 0.8661]], "forces_ev_per_a": [[0.7, -0.2, 0.2], [2.5, -3.5, -0.7], [-4.1, -2.3, -2.2], [-0.1, 1.6, 0.2], [-1.0, -0.4, -0.4], [0.0, 0.5, 0.2], [1.1, -0.1, 0.1], [1.9, 4.1, 0.0], [-1.0, 0.5, 2.5]], "gap_ev": [8.548, 7.759], "spin_multiplicity": 1, "total_energy_ev": -7266.2488}

---

[2]
{"formula": "C3H4O2", "method": "ωB97M-V/def2-TZVPD", "symbols": ["O", "C", "C", "C", "O", "H", "H", "H", "H"], "xyz": [[-0.9208, -1.7632, -1.4709], [-0.7104, -0.6855, -1.0859], [-0.5053, -0.0886, 0.3039], [0.8271, 0.4993, 0.6860], [-0.3759, 1.2485, 0.3106], [-0.5575, 0.2890, -1.7893], [-0.7892, -0.5466, 1.4489], [1.2930, 0.5634, 1.6610], [1.7391, 0.4838, -0.0642]], "forces_ev_per_a": [[-0.5, -2.2, -0.3], [1.0, 4.6, -0.1], [0.7, -3.6, 4.6], [1.6, 0.3, -3.5], [1.5, 1.8, 0.7], [-0.3, -1.8, 0.8], [-0.6, 0.7, -3.6], [-1.1, 0.0, 0.5], [-2.3, 0.3, 0.9]], "gap_ev": 10.863, "spin_multiplicity": 1, "total_energy_ev": -7267.4504}

---

[3]
{"formula": "C3H4O2", "method": "ωB97M-V/def2-TZVPD", "symbols": ["C", "C", "O", "O", "C", "H", "H", "H", "H"], "xyz": [[2.2995, -0.2341, -0.3338], [1.4476, 0.2121, 0.3734], [0.3619, 0.6711, 0.9045], [-0.7176, -0.2233, 0.9610], [-1.5814, -0.0221, -0.1289], [3.3676, -0.3882, -0.4339], [-2.4016, -0.6054, 0.1838], [-1.1924, -0.5045, -1.1636], [-1.5835, 1.0945, -0.3623]], "forces_ev_per_a": [[2.8, 0.0, -0.2], [-2.2, -0.3, 0.1], [0.6, 1.8, 0.3], [-0.1, -1.5, 0.5], [2.8, 0.9, -3.3], [-0.7, -0.4, -0.4], [-1.6, 0.1, 0.1], [-0.5, 0.8, 2.3], [-1.0, -1.4, 0.6]], "gap_ev": 10.673, "spin_multiplicity": 1, "total_energy_ev": -7264.3448}

---

[4]
{"formula": "C3H4O2", "method": "ωB97M-V/def2-TZVPD", "symbols": ["C", "C", "C", "O", "O", "H", "H", "H", "H"], "xyz": [[2.3129, 0.7707, 0.4830], [-1.3439, -0.4528, 0.3374], [-0.6863, -0.3818, -0.9995], [1.7720, -0.1525, -0.0287], [-0.9047, 0.7799, -0.2631], [2.0266, 1.8068, 0.6125], [-2.4479, -0.7530, 0.3607], [-0.7767, -0.8517, 1.1704], [0.0479, -0.7656, -1.6726]], "forces_ev_per_a": [[0.4, -2.2, -0.4], [-0.5, -1.9, -1.8], [-2.4, 0.4, 1.8], [0.7, 1.3, 0.7], [0.3, -0.3, -0.5], [-0.8, 0.8, -0.2], [1.5, 1.1, 0.0], [0.2, 0.5, 0.2], [0.6, 0.3, 0.2]], "gap_ev": [9.023, 7.810], "spin_multiplicity": 1, "total_energy_ev": -7264.4584}

---

[5]
{"formula": "C3H4O2", "method": "ωB97M-V/def2-TZVPD", "symbols": ["C", "C", "O", "C", "O", "H", "H", "H", "H"], "xyz": [[1.0854, -0.3561, 0.2525], [-0.0135, 0.6179, -0.0726], [0.1161, 1.8180, -0.1684], [-1.4165, 0.0357, -0.2977], [-1.6247, -1.1429, -0.4395], [1.0703, -0.5484, 1.3340], [2.0530, 0.0766, -0.0121], [0.9216, -1.3116, -0.2551], [-2.2128, 0.8059, -0.3472]], "forces_ev_per_a": [[0.1, 0.1, 0.0], [0.1, 0.2, 0.0], [-0.1, -0.5, 0.0], [-0.2, -0.3, -0.1], [0.1, 0.6, 0.1], [0.0, 0.0, -0.2], [-0.2, -0.1, 0.1], [0.0, 0.2, 0.1], [0.1, -0.1, 0.0]], "gap_ev": 9.442, "spin_multiplicity": 1, "total_energy_ev": -7269.9963}

---

[6]
{"formula": "C3H4O2", "method": "ωB97M-V/def2-TZVPD", "symbols": ["C", "C", "O", "C", "O", "H", "H", "H", "H"], "xyz": [[1.1499, -0.3227, 0.0704], [0.1483, 0.6781, -0.1385], [0.1473, 1.8885, -0.0523], [-1.3111, -0.0514, -0.1354], [-1.5537, -1.1788, -0.4835], [0.0952, -0.2553, 0.9224], [2.2343, -0.0828, 0.0748], [0.9091, -1.3393, -0.2167], [-2.0613, 0.7064, 0.1442]], "forces_ev_per_a": [[-1.0, 0.0, 0.6], [-1.4, 0.1, -1.0], [0.2, -0.3, -0.2], [-0.1, 0.3, -1.2], [0.3, 0.8, 0.4], [3.4, -1.0, 0.9], [-1.0, 0.0, 0.9], [-0.2, 0.1, -0.4], [-0.3, -0.1, 0.0]], "gap_ev": 9.212, "spin_multiplicity": 1, "total_energy_ev": -7267.3040}

---

[7]
{"formula": "C3H4O2", "method": "ωB97M-V/def2-TZVPD", "symbols": ["C", "C", "O", "H", "H", "C", "O", "H", "H"], "xyz": [[-1.4019, -0.1011, -1.0821], [-0.5684, -1.0469, -0.7182], [0.1814, -1.8721, -0.3618], [-1.2085, 0.9135, -0.7447], [-2.2287, -0.3408, -1.7397], [1.3094, 0.6096, 1.1712], [1.0361, 1.4110, 0.3092], [2.3511, 0.2819, 1.3584], [0.5295, 0.1450, 1.8077]], "forces_ev_per_a": [[0.1, -0.1, 0.0], [0.4, -0.4, 0.3], [-0.7, 0.7, -0.4], [0.0, -0.3, -0.1], [0.1, 0.0, 0.1], [-0.1, 0.3, -0.4], [0.2, -0.5, 0.6], [-0.1, 0.1, 0.0], [0.1, 0.1, -0.1]], "gap_ev": 9.985, "spin_multiplicity": 1, "total_energy_ev": -7268.8037}

---

[8]
{"formula": "C3H4O2S", "method": "ωB97M-V/def2-TZVPD", "symbols": ["S", "C", "C", "O", "C", "O", "H", "H", "H", "H"], "xyz": [[-1.8982, 0.4873, -1.9141], [-0.8373, 0.2640, -0.7328], [0.6426, -0.0780, -0.8417], [1.1395, 0.1631, 0.4654], [0.0515, -0.0680, 1.3098], [-1.1179, 0.3060, 0.5759], [1.1653, 0.6047, -1.5385], [0.7420, -1.1161, -1.1441], [0.1702, 0.5443, 2.2284], [-0.0578, -1.1075, 1.5916]], "forces_ev_per_a": [[-0.1, 0.1, -0.2], [0.4, -0.2, 0.3], [0.0, 1.0, -0.3], [-0.2, -0.2, 0.0], [0.4, 0.6, 0.7], [-0.1, 0.2, 0.0], [-0.3, -0.6, 0.3], [0.1, -0.3, -0.1], [-0.3, -0.2, -0.7], [0.0, -0.5, 0.0]], "gap_ev": 9.412, "spin_multiplicity": 1, "total_energy_ev": -18105.0616}

---

no.,largest force on an atom (eV Å⁻¹)
1,5.178
2,5.924
3,4.449
4,3.025
5,0.591
6,3.694
7,1.044
8,1.083